{
  "formula": "C21H28NO2",
  "method": "the ωB97M-V functional and the def2-TZVPD basis",
  "species": ["O", "O", "N", "C", "C", "C", "C", "C", "C", "C", "C", "C", "C", "C", "C", "C", "C", "C", "C", "C", "C", "C", "C", "C", "H", "H", "H", "H", "H", "H", "H", "H", "H", "H", "H", "H", "H", "H", "H", "H", "H", "H", "H", "H", "H", "H", "H", "H", "H", "H", "H", "H"],
  "coordinates": [[0.12740, 1.46749, -0.68626], [-0.78838, 1.18107, 1.32552], [-3.06215, 0.39700, 0.26617], [3.02934, 1.29249, -0.54809], [1.28218, 0.08533, 0.89529], [2.69598, 0.46095, 0.51078], [-0.01815, -3.57173, -0.97039], [5.04182, 0.15222, 0.97358], [0.14156, 0.99751, 0.55186], [-4.34044, 1.16157, 0.30438], [-2.51771, 0.19316, -1.09757], [-4.14272, 2.58394, 0.80307], [1.00864, -1.40661, -1.13349], [-0.97929, 2.27572, -1.07954], [-2.06758, 1.47204, -1.80374], [-0.17754, -3.39184, 0.39328], [-4.03746, -1.93106, 0.36208], [5.36729, 0.98891, -0.08063], [-3.14148, -0.89122, 1.01292], [0.57998, -2.57947, -1.73087], [3.71640, -0.10808, 1.26652], [0.25124, -2.21904, 0.99437], [0.84994, -1.22219, 0.23429], [4.35862, 1.55706, -0.83676], [-1.67964, 1.16327, -2.77582], [-5.11352, 3.04540, 0.96205], [-2.91036, 2.13972, -1.98371], [1.24179, -0.05083, 1.98118], [-5.02608, 0.64752, 0.97879], [4.60236, 2.21135, -1.66009], [-3.61164, 2.58943, 1.75227], [-4.78761, 1.16213, -0.69084], [-2.12600, -1.28570, 1.10311], [-4.13701, -2.77330, 1.04077], [-1.37175, 2.78768, -0.19476], [-5.03375, -1.54454, 0.16544], [0.13743, -2.08790, 2.06127], [-0.57093, 3.02119, -1.76486], [-0.34888, -4.48624, -1.43740], [5.82008, -0.29729, 1.57070], [-1.66405, -0.48634, -1.01605], [-3.60014, 3.19732, 0.08972], [1.48089, -0.63683, -1.72409], [-3.61222, -2.30570, -0.56440], [-0.62989, -4.16626, 0.99370], [2.26313, 1.74938, -1.15340], [-3.50044, -0.65793, 2.01715], [6.40070, 1.19668, -0.31030], [3.47036, -0.76191, 2.09076], [-3.28065, -0.29109, -1.70959], [-2.31722, 0.94424, 0.78603], [0.71820, -2.72054, -2.79174]],
  "atomic_forces_ev_per_a": [[0.30, -0.12, -0.12], [0.35, 0.07, 0.10], [0.37, 0.27, 0.39], [-0.03, 0.10, -0.05], [0.09, -0.23, -0.10], [0.01, 0.18, 0.08], [-0.06, -0.06, 0.02], [0.01, -0.06, 0.03], [-0.34, 0.16, 0.47], [-0.52, 0.43, 0.06], [0.27, 0.06, -0.65], [0.00, -0.12, -0.07], [0.01, -0.07, 0.03], [-0.55, 0.41, -0.10], [0.30, -0.06, 0.39], [-0.07, -0.05, 0.00], [0.11, 0.19, 0.00], [0.04, 0.03, -0.05], [-0.09, -0.68, 0.28], [-0.02, 0.07, -0.06], [-0.03, 0.04, -0.03], [0.11, 0.04, -0.05], [-0.02, -0.20, 0.12], [0.08, 0.00, -0.03], [-0.09, -0.01, -0.02], [-0.06, 0.03, 0.00], [-0.03, 0.05, -0.08], [-0.09, 0.08, -0.22], [0.10, -0.09, -0.11], [0.03, 0.06, -0.07], [0.06, 0.04, 0.11], [0.05, -0.13, 0.05], [-0.08, 0.22, -0.04], [-0.01, -0.06, 0.05], [0.09, -0.04, -0.20], [-0.14, 0.01, -0.03], [0.00, 0.04, 0.12], [-0.04, -0.09, 0.13], [-0.02, -0.10, -0.05], [0.07, -0.04, 0.06], [-0.10, -0.04, 0.09], [0.08, 0.07, -0.05], [0.09, 0.06, -0.08], [0.02, -0.05, -0.09], [-0.03, -0.10, 0.06], [0.02, 0.01, -0.02], [0.06, 0.13, -0.07], [0.10, 0.02, -0.02], [-0.04, -0.07, 0.11], [0.04, -0.04, 0.15], [-0.41, -0.30, -0.34], [0.02, -0.02, -0.11]],
  "lumo_ev": -2.060,
  "gap_ev": 9.49,
  "total_charge": 1,
  "max_force_ev_per_a": 0.7,
  "relative_energy_kj_mol": 0.0,
  "mol_weight_g_mol": 326.46
}

---

{
  "formula": "C21H29AsN4O2ReSe4",
  "method": "the ωB97M-V functional and the def2-TZVPD basis",
  "species": ["Re", "Se", "Se", "Se", "Se", "As", "O", "O", "N", "N", "N", "N", "C", "C", "C", "C", "C", "C", "C", "C", "C", "C", "C", "C", "C", "C", "C", "C", "C", "C", "C", "C", "C", "H", "H", "H", "H", "H", "H", "H", "H", "H", "H", "H", "H", "H", "H", "H", "H", "H", "H", "H", "H", "H", "H", "H", "H", "H", "H", "H", "H", "H"],
  "coordinates": [[-1.14627, 1.04091, 0.49481], [-1.74455, 3.11255, -0.75585], [-2.85559, 1.48618, 2.32029], [-2.97381, 4.52059, 0.67968], [-4.46630, 2.88070, 1.35433], [-0.15563, -0.29040, -1.47186], [0.71735, 1.84296, -0.22590], [-1.08590, -0.87134, 1.32062], [-3.02581, 0.43467, -0.55605], [-0.17107, 0.20888, 3.12671], [-3.46324, -0.91987, -0.34328], [0.03814, 1.21991, 2.17043], [1.41541, 2.78287, 0.31310], [2.36868, 3.47218, -0.61754], [-1.15655, -3.12337, 5.53862], [-1.29849, -3.23091, 2.77086], [-0.98638, -2.03127, 3.40247], [-0.73628, -0.81957, 2.58561], [1.15560, 2.32787, 4.02248], [1.22318, 0.30421, -3.97101], [0.79845, 2.21401, 2.57512], [0.12616, 0.79723, -3.07902], [-1.45915, -4.32237, 4.90581], [0.94140, -0.47542, -5.08896], [3.57627, 0.12864, -4.49287], [1.54256, -1.07398, -0.99690], [1.96307, -0.95424, -5.89845], [-0.91818, -1.98164, 4.79190], [2.55501, 0.60196, -3.68541], [1.35108, 3.11997, 1.64369], [-1.52886, -4.37444, 3.52120], [-1.02386, -1.83600, -2.25810], [3.28393, -0.65555, -5.60181], [1.67191, 3.26778, 4.20297], [4.08187, -1.02564, -6.23208], [-3.70871, 1.11350, -0.20225], [2.78747, 1.21469, -2.82066], [0.25100, 2.26882, 4.62741], [-4.47613, -0.93495, -0.39694], [2.02193, -1.48266, -1.88448], [1.93412, 3.95058, 2.00943], [4.60442, 0.37331, -4.25821], [-0.68209, -1.04184, 5.27218], [2.68488, 4.43029, -0.20889], [-1.99305, -1.56123, -2.66737], [-0.09018, -0.70617, -5.33064], [-1.64322, -5.21347, 5.49215], [-0.83594, 0.76273, -3.59421], [-1.35831, -3.25769, 1.69097], [1.79386, 1.49831, 4.32690], [-2.95911, 0.61167, -1.55369], [-1.76629, -5.30605, 3.02374], [-1.11001, -3.07785, 6.61901], [-3.19284, -1.15224, 0.60896], [3.25757, 2.85234, -0.76018], [2.17683, -0.32737, -0.52675], [0.29207, 1.82046, -2.74684], [-1.17865, -2.59692, -1.49723], [1.89721, 3.62593, -1.58738], [1.32977, -1.87176, -0.28608], [-0.37456, -2.21466, -3.04858], [1.72381, -1.55582, -6.76599]],
  "atomic_forces_ev_per_a": [[0.87, -0.05, -0.47], [-0.34, 0.43, -0.20], [-0.15, 0.00, 0.07], [0.01, -0.02, -0.07], [0.01, 0.01, 0.06], [-0.21, 0.01, 0.01], [-0.01, -0.23, 0.21], [0.06, 0.02, 0.18], [-0.14, -0.03, 0.02], [0.00, 0.11, -0.20], [0.04, 0.06, -0.08], [0.02, -0.20, 0.46], [-0.15, 0.10, 0.05], [0.01, 0.03, 0.02], [0.00, 0.02, 0.01], [-0.03, 0.00, 0.01], [0.01, 0.02, 0.00], [-0.01, -0.10, -0.02], [0.01, 0.03, 0.02], [-0.01, 0.00, -0.01], [-0.01, -0.09, -0.10], [-0.01, -0.01, -0.04], [0.00, -0.01, -0.02], [0.01, -0.06, 0.03], [0.01, -0.01, -0.01], [-0.02, 0.01, 0.02], [-0.01, 0.00, 0.00], [0.03, 0.00, 0.02], [-0.01, 0.04, 0.01], [-0.02, -0.07, -0.02], [0.00, 0.00, 0.00], [0.02, 0.05, 0.03], [0.00, 0.01, 0.01], [0.00, 0.00, 0.02], [0.00, 0.00, 0.00], [0.00, 0.05, -0.05], [-0.01, -0.01, -0.01], [0.01, 0.01, 0.01], [-0.01, -0.02, 0.06], [0.03, -0.01, 0.01], [0.01, -0.01, 0.01], [0.00, 0.00, 0.00], [0.00, 0.00, 0.00], [0.01, -0.02, -0.01], [-0.02, 0.00, -0.01], [0.00, 0.01, -0.01], [0.00, 0.00, 0.00], [0.00, 0.06, -0.03], [0.00, 0.00, 0.00], [0.00, 0.00, -0.02], [0.01, -0.08, -0.02], [0.00, 0.00, 0.01], [0.00, 0.00, 0.00], [0.01, -0.04, -0.01], [-0.02, -0.02, -0.01], [0.00, 0.01, -0.01], [0.04, -0.02, 0.07], [0.01, 0.01, 0.02], [-0.02, 0.01, 0.00], [0.01, 0.01, 0.02], [-0.03, -0.03, 0.00], [0.00, 0.00, 0.00]],
  "lumo_ev": [0.108, -0.562],
  "gap_ev": [7.05, 6.51],
  "multiplicity": 2,
  "max_force_ev_per_a": 1.0,
  "relative_energy_kj_mol": 21.6,
  "mol_weight_g_mol": 946.46
}